# 1
Computed, not measured: the molecule C2H3O2P at a distorted geometry, with wB97M-V/def2-TZVPD.

Values from the calculation:
Max |F| ... 0.0972 Eh/bohr
Structure (SMILES) ... O=C=C[PH2]=O
Gap between HOMO and LUMO ... 10.26 eV
Highest occupied orbital energy ... -10.222 eV

```
! wB97M-V def2-TZVPD RIJCOSX def2/J DEFGRID3
* xyz 0 1
P -0.44 0.62 0.77
O 0.33 0.07 1.88
O 1.60 -2.07 -0.95
C 0.02 -0.17 -0.80
C 0.75 -1.25 -0.77
H -1.89 0.72 1.00
H -0.16 1.91 0.65
H -0.20 0.18 -1.78
*
```

***

# 2
Computed, not measured: a cluster of 4 separate species, C28H31F6O6PS2 in total at a distorted geometry, with wB97M-V/def2-TZVPD.

Values from the calculation:
Max |F| ... 0.1419 Eh/bohr
Structure (SMILES) ... CCCC[C@H]1OS(=O)(=O)O[C@@]1(CCC(F)=C(F)F)P(O)(O)=S.Fc1ccccc1.Fc1ccccc1.Fc1ccccc1
Gap between HOMO and LUMO ... 6.74 eV
Highest occupied orbital energy ... -9.134 eV

```
! wB97M-V def2-TZVPD RIJCOSX def2/J DEFGRID3
* xyz 0 1
S 2.19 5.16 -4.29
S -2.66 4.59 -1.74
P -0.83 5.13 -2.11
F -3.88 0.02 -3.29
F 2.20 2.19 2.54
F 0.89 -9.41 7.89
F -1.14 -1.04 -1.37
F -3.53 1.27 -1.01
F 0.24 -4.22 4.58
O 2.06 6.70 -4.35
O -0.04 5.37 -0.55
O 1.57 4.33 -2.89
O 1.00 4.68 -5.47
O 3.69 4.84 -4.64
O -0.75 6.62 -3.02
C -1.54 3.88 -4.98
C 2.36 1.53 3.70
C 0.08 3.77 -4.73
C 0.05 2.42 -2.22
C 2.97 2.17 4.77
C 2.70 0.16 6.09
C -0.25 -3.70 3.45
C 1.05 -7.63 6.35
C 3.13 1.48 5.97
C -1.27 -2.62 1.11
C 1.92 0.22 3.80
C -0.45 1.10 -3.03
C -3.01 0.49 -2.16
C -1.48 -4.14 2.97
C 3.20 -8.93 5.14
C 0.48 -2.73 2.77
C -2.01 3.27 -6.46
C 2.57 -9.51 6.24
C 1.50 -8.85 6.84
C -1.99 -3.60 1.79
C -0.03 -2.19 1.59
C 2.09 -0.47 5.00
C 1.69 -7.04 5.26
C -4.32 3.79 -7.86
C -3.67 3.30 -6.43
C 2.76 -7.70 4.65
C 0.19 3.79 -3.10
C -1.53 0.16 -2.15
H -4.11 2.26 -6.08
H 0.68 4.66 -0.46
H -3.99 4.09 -5.61
H -2.96 -3.93 1.42
H 2.91 -10.46 6.64
H -1.70 2.13 -6.46
H 1.75 -1.50 5.09
H 3.31 3.19 4.66
H -0.65 2.57 -1.27
H 0.21 -7.14 6.83
H -5.41 4.17 -7.64
H 1.44 -0.26 2.95
H -1.86 5.01 -4.83
H 2.83 -0.38 7.02
H 1.35 -6.08 4.88
H -1.67 -2.20 0.19
H 4.03 -9.44 4.66
H 0.46 0.36 -3.26
H 3.60 1.98 6.82
H -3.70 4.73 -8.21
H -2.03 -4.91 3.51
H 0.47 2.71 -5.11
H -0.98 1.29 -4.05
H -1.54 3.89 -7.35
H -2.07 3.17 -4.19
H -0.62 7.36 -2.35
H 1.43 -2.40 3.17
H 1.13 2.18 -1.76
H -4.25 2.98 -8.71
H 3.25 -7.24 3.79
H 0.53 -1.43 1.05
*
```

***

# 3
Computed, not measured: a structure of composition C13H11F6N5O6PdS2, with wB97M-V/def2-TZVPD.

Values from the calculation:
⟨S²⟩ ... 6.017
Max |F| ... 0.0173 Eh/bohr
Gap between HOMO and LUMO (spin up / spin down) ... 9.00 / 4.82 eV
Highest occupied orbital energy (spin up / spin down) ... -15.517 / -15.506 eV

```
! wB97M-V def2-TZVPD RIJCOSX def2/J DEFGRID3
* xyz 2 5
Pd 0.18 -0.14 0.33
S 0.36 -2.03 2.32
S 1.98 0.39 2.66
F -0.09 -2.55 4.81
F 0.43 2.33 3.48
F 0.69 -4.21 3.65
F 1.55 1.33 5.05
F 2.01 -2.62 4.29
F 2.56 2.68 3.69
O -0.78 1.71 0.26
O 3.08 -0.35 3.15
O -1.04 -2.21 2.11
O -1.24 2.70 -1.73
O 1.99 0.98 1.32
O 1.29 -2.29 1.25
N -1.19 -0.86 -1.11
N -2.74 3.09 1.36
N 1.37 -0.14 -1.45
N 0.51 -0.37 2.65
N -2.41 3.28 0.11
C -2.45 -1.23 -0.83
C -2.94 -1.39 -3.15
C 0.80 -2.93 3.92
C 3.35 0.13 -2.70
C 0.66 -0.40 -2.57
C 2.65 -0.11 -3.87
C -1.64 -1.01 -3.43
C -0.77 -0.76 -2.38
C 1.29 -0.38 -3.80
C -1.37 2.49 -0.56
C -3.35 -1.51 -1.83
C 2.67 0.11 -1.50
C 1.60 1.80 3.83
H 3.15 -0.10 -4.83
H -2.99 3.89 -0.46
H 4.42 0.34 -2.71
H -2.70 -1.32 0.21
H -3.63 -1.59 -3.96
H 3.17 0.31 -0.56
H 0.74 -0.59 -4.70
H -2.06 2.57 1.92
H -1.31 -0.91 -4.45
H -3.43 3.69 1.79
H -4.36 -1.82 -1.58
*
```

***

# 4
Computed, not measured: a structure of composition C36H37CsN6O3Se at a distorted geometry, with wB97M-V/def2-TZVPD.

Values from the calculation:
Max |F| ... 0.0465 Eh/bohr
Gap between HOMO and LUMO ... 6.20 eV
Highest occupied orbital energy ... -2.657 eV

```
! wB97M-V def2-TZVPD RIJCOSX def2/J DEFGRID3
* xyz -2 1
Cs 0.12 1.28 0.37
Se -8.02 3.13 -0.05
O -2.56 -1.73 0.83
O 0.57 3.40 1.74
O 2.37 0.31 4.49
N -5.61 1.53 -0.42
N 6.15 6.39 -7.49
N 0.19 1.33 -3.18
N 2.55 1.00 -1.38
N -4.70 -2.10 0.30
N 1.35 1.61 2.91
C -5.94 -1.65 -0.30
C -0.16 -3.75 0.87
C 0.06 -4.10 -0.46
C 0.64 2.29 -5.21
C 4.59 1.69 -0.65
C 4.36 2.32 -1.84
C 1.15 2.00 -3.90
C 1.26 -3.76 -1.05
C -0.98 -4.85 -1.24
C 2.31 2.73 4.78
C 2.87 4.50 -4.59
C 3.44 0.90 -0.41
C 4.39 2.68 -4.98
C -6.18 -2.20 -1.70
C 3.62 5.31 -5.40
C -3.81 -1.68 -2.46
C 3.25 3.18 -4.35
C 1.19 2.91 2.68
C -6.56 2.18 -0.28
C -3.48 -1.55 0.05
C 2.44 2.31 -3.46
C 3.53 -2.70 -1.00
C -5.30 -1.54 -2.75
C -0.84 1.21 -3.98
C 0.58 -2.69 3.03
C 2.25 -3.09 -0.34
C 5.16 3.49 -5.79
C 4.78 4.81 -6.02
C -0.62 1.77 -5.26
C 3.07 1.88 -2.29
C 2.02 1.39 4.05
C 2.00 -2.74 0.98
C 1.89 3.76 3.76
C 0.80 -3.06 1.60
C 5.55 5.67 -6.83
C -3.34 -0.83 -1.26
H 4.67 1.66 -4.81
H -2.29 -0.57 -1.38
H -0.48 -2.68 3.27
H 2.73 4.27 3.29
H -4.77 -2.58 1.18
H 1.00 -1.71 3.24
H -3.55 -2.73 -2.28
H -5.95 -0.55 -0.34
H 2.76 -2.22 1.55
H -6.75 -1.97 0.36
H -1.96 -4.69 -0.81
H -5.52 -1.99 -3.72
H 6.05 3.10 -6.27
H -0.98 -4.52 -2.28
H 1.69 2.76 5.68
H 4.35 -2.70 -0.29
H -3.92 0.10 -1.21
H 3.43 -1.69 -1.41
H -0.76 -5.92 -1.22
H 5.45 1.77 -0.01
H 1.20 4.52 4.13
H -3.25 -1.35 -3.34
H 5.01 3.02 -2.35
H -1.10 -4.01 1.33
H 3.33 6.34 -5.59
H -1.74 0.72 -3.63
H -6.00 -3.29 -1.69
H 3.28 0.24 0.43
H -5.55 -0.48 -2.81
H 1.99 4.89 -4.10
H -1.31 1.79 -6.09
H 1.44 -4.03 -2.09
H 1.17 2.79 -6.01
H 3.78 -3.38 -1.82
H 1.08 -3.42 3.69
H 3.35 2.79 5.09
H -7.23 -2.03 -1.95
*
```

***

# 5
Computed, not measured: a structure of composition CH8Na7O7 at a distorted geometry, with wB97M-V/def2-TZVPD.

Values from the calculation:
Max |F| ... 0.0353 Eh/bohr
Gap between HOMO and LUMO ... 6.79 eV
Highest occupied orbital energy ... -25.196 eV

```
! wB97M-V def2-TZVPD RIJCOSX def2/J DEFGRID3
* xyz 5 1
Na 3.09 0.05 -1.04
Na -0.98 0.91 4.03
Na -0.64 3.20 1.38
Na 0.09 1.46 -2.53
Na -3.00 -0.32 1.67
Na 0.29 -2.40 2.71
Na 1.91 1.08 2.67
O -0.26 0.18 1.53
O 0.81 1.56 0.02
O -0.25 -0.28 -0.63
O -0.24 -3.29 0.26
O 2.90 3.13 1.20
O -3.15 -0.87 -0.62
O -0.37 -1.31 -3.44
C 0.15 0.48 0.26
H -0.55 -1.26 -2.49
H 3.41 3.68 0.58
H 2.14 2.89 0.66
H -0.50 -2.39 0.02
H -3.46 -1.19 -1.48
H -2.23 -0.60 -0.65
H 0.28 -3.57 -0.51
H 0.57 -1.15 -3.57
*
```

***

What are the energy relative to the best compared isomer or geometry (same formula, charge and spin) values for these records? In order: 20.1, 196.1, 14.5, 36.2, 0.0 kcal/mol.